# 1
Molecular formula: C18H10BrN5O4PtS5
Method: DFT, wB97M-V/def2-TZVPD

Computed properties:
HOMO (spin up / spin down): -2.4 / -2.4 eV
HOMO-LUMO gap (spin up / spin down): 6.0089 / 6.0151 eV
Total charge: -2
Relative energy (zero: lowest compared OMol25 entry of this formula, charge and spin): 21.4 kcal/mol

Structure (XYZ):
```
44
Properties=species:S:1:pos:R:3:forces:R:3
Pt -0.045900 -0.147000 0.282200 0.38 -2.94 0.09
O -3.033600 -4.151200 5.048500 -0.20 -0.29 0.32
C -2.486500 -3.470900 4.221800 0.18 0.21 -0.29
S -2.937700 -3.436000 2.519200 0.05 0.16 -0.12
C -1.770200 -2.217700 1.992200 0.49 -0.02 1.78
C -0.923800 -1.731600 2.944700 -1.32 -1.23 -0.46
S 0.309800 -0.567500 2.730700 0.30 1.01 -1.96
S -1.133400 -2.399500 4.571400 0.15 0.17 -0.14
S -1.839100 -1.732300 0.356300 0.69 1.38 -0.74
N 1.913900 0.512900 -0.138900 0.41 -0.15 0.77
C 2.991700 0.072400 -0.037600 -1.28 0.85 -0.31
C 4.293000 -0.341500 -0.025100 0.01 -0.10 0.01
C 5.068200 -0.352900 1.131400 0.50 0.06 0.85
N 5.769100 -0.383400 2.047500 0.02 0.02 0.13
C 4.907200 -0.733700 -1.211600 0.31 -0.35 -0.80
N 5.444900 -1.060000 -2.179200 0.05 -0.03 -0.20
N -0.215300 -0.367000 -2.212200 0.21 -0.18 1.39
C -1.024500 0.629800 -2.786700 -0.52 0.48 -0.36
C -2.405400 0.602600 -2.583500 0.29 0.01 -0.08
C -3.189600 1.624400 -3.090100 0.04 -0.16 -0.08
C -2.602000 2.656500 -3.790900 -0.42 0.60 -0.33
C -1.245300 2.678100 -4.017800 0.19 -0.19 -0.11
C -0.446400 1.670300 -3.510700 -0.03 -0.28 -0.01
S -3.575600 4.054400 -4.380400 -0.18 0.02 -0.18
O -3.774800 3.778500 -5.799300 0.01 0.10 0.22
O -2.731500 5.220400 -4.114500 -0.01 -0.23 0.04
O -4.798600 4.028500 -3.580300 0.21 -0.09 -0.06
H 0.719000 -0.400300 -2.606300 -0.13 -0.11 0.18
H -0.652400 -1.282100 -2.186000 0.17 0.04 -0.08
H -2.837200 -0.202800 -2.005100 -0.09 -0.06 0.10
H -4.257700 1.665200 -2.944900 -0.13 -0.10 0.16
H -0.839800 3.513900 -4.565000 0.20 0.08 -0.04
H 0.627200 1.684100 -3.651300 0.09 0.02 -0.03
Br -4.876500 2.681000 1.001800 -0.12 -0.04 -0.03
C -3.141100 2.792000 0.255300 0.07 0.05 0.09
C -2.868300 3.680300 -0.769900 0.27 -0.07 0.22
C -1.549500 3.761100 -1.192700 -0.09 0.16 0.14
C -0.607800 2.908000 -0.640500 -0.12 0.23 0.12
N -0.893500 2.033300 0.323700 -0.53 0.85 0.00
C -2.142200 1.992600 0.784300 -0.14 0.27 0.10
H -3.634300 4.274200 -1.244200 -0.13 0.08 -0.02
H -1.297600 4.477300 -1.961800 0.07 -0.07 -0.07
H 0.425800 2.927000 -0.958500 0.09 -0.02 -0.08
H -2.338800 1.324500 1.615500 -0.01 -0.10 -0.10
```
Positions in Å, forces in eV/Å.



# 2
Molecular formula: C3H3NO
Method: DFT, wB97M-V/def2-TZVPD

Computed properties:
HOMO (spin up / spin down): -8.9 / -8.9 eV
HOMO-LUMO gap (spin up / spin down): 8.1846 / 8.1830 eV
Relative energy (zero: lowest compared OMol25 entry of this formula, charge and spin): 100.2 kcal/mol

Structure (XYZ):
```
8
Properties=species:S:1:pos:R:3:forces:R:3
C -0.645401 0.158848 -0.013883 2.95 0.14 0.10
C -2.013691 -0.147528 -0.010000 0.93 -0.53 -0.04
C 1.668796 -0.065477 0.010842 -3.75 0.69 -0.16
N -1.490930 1.153160 0.009786 0.33 -0.11 -0.01
O -2.929799 -0.887134 -0.016678 -0.95 0.03 0.01
H 1.880666 0.897136 0.433144 0.22 0.18 0.14
H 1.795159 -0.178061 -1.047567 0.17 -0.10 -0.24
H 1.735202 -0.930943 0.634357 0.10 -0.29 0.19
```
Positions in Å, forces in eV/Å.



# 3
Molecular formula: C4H5NO2S
Method: DFT, wB97M-V/def2-TZVPD

Computed properties:
HOMO: -9.1 eV
HOMO-LUMO gap: 9.6248 eV
Structure (SMILES): C=C[C@@H]1OC(=O)NS1
Relative energy (zero: lowest compared OMol25 entry of this formula, charge and spin): 69.5 kcal/mol

Structure (XYZ):
```
13
Properties=species:S:1:pos:R:3:forces:R:3
C 1.873457 -0.345512 -0.664443 0.34 1.57 -0.70
C 0.979266 -0.771404 0.195569 0.30 -1.69 1.24
C 0.111508 0.101317 0.998773 -0.50 2.35 1.65
O -1.206284 -0.385692 1.235498 -0.86 0.36 -2.99
C -1.872905 -0.062893 0.063905 -4.16 -2.41 -2.13
O -2.720114 -0.785781 -0.514365 3.15 2.27 2.49
N -1.551535 1.222060 -0.458864 -0.25 -2.16 -4.60
S -0.221718 1.852115 0.264160 2.13 -0.39 1.97
H 2.058436 0.711898 -0.969899 -0.58 -0.91 0.46
H 2.510134 -1.043976 -1.128825 0.72 -0.79 -0.46
H 1.016701 -1.866548 0.511281 -0.41 1.48 -0.58
H 0.312060 0.322999 2.037595 1.60 -0.15 0.09
H -1.289008 1.051423 -1.570385 -1.49 0.46 3.56
```
Positions in Å, forces in eV/Å.



# 4
Molecular formula: C5H8Ag4Br4O3
Method: DFT, wB97M-V/def2-TZVPD

Computed properties:
HOMO: -14.6 eV
HOMO-LUMO gap: 5.6116 eV
Total charge: +2
Relative energy (zero: lowest compared OMol25 entry of this formula, charge and spin): 3.5 kcal/mol

Structure (XYZ):
```
24
Properties=species:S:1:pos:R:3:forces:R:3
Ag 1.727355 2.546228 0.024623 0.38 -0.21 1.06
Ag 1.224735 -1.341741 -0.276710 -0.33 0.08 0.17
Ag -0.419023 1.106256 -3.385107 -0.63 -1.07 0.29
Ag -1.315126 3.993398 -1.672489 -0.15 -0.53 0.48
C -0.338647 0.928073 -0.359592 0.43 0.06 -0.60
O -0.775864 2.148192 -0.515727 0.27 0.56 -0.42
O 0.400820 0.662742 0.658105 -0.07 -0.12 -0.50
O -0.526389 0.038266 -1.275118 0.27 0.43 -0.06
Br 5.302265 -0.482249 4.315590 -0.09 -0.14 0.05
C 3.606400 -0.868436 3.504595 -0.28 -0.62 -0.94
C 2.810890 0.372740 3.186637 -0.25 0.09 1.12
Br 3.833877 1.632656 2.096734 -0.54 0.16 -0.68
H 3.032516 -1.551985 4.129716 -0.02 0.40 0.44
H 3.752614 -1.461666 2.597460 0.47 0.22 -0.02
H 2.601084 0.901407 4.115017 0.10 0.22 -0.11
H 1.846378 0.177548 2.723408 0.17 -0.07 -0.34
Br -4.888737 -1.052160 -0.808930 -0.12 0.02 0.10
C -3.687740 -0.487671 -2.185897 0.62 0.90 -0.49
C -2.970757 -1.691850 -2.735533 -0.73 -0.40 0.37
Br -1.976315 -1.283021 -4.364300 0.42 0.53 0.18
H -2.997215 0.244527 -1.764780 0.09 -0.26 0.24
H -4.200651 0.058576 -2.977175 -0.46 -0.36 0.07
H -3.719663 -2.426087 -3.025604 0.17 -0.05 -0.29
H -2.322803 -2.163744 -2.004922 0.29 0.16 -0.13
```
Positions in Å, forces in eV/Å.



- Among the records above, which one has the highest relative energy (zero: lowest compared OMol25 entry of this formula, charge and spin)?
  C3H3NO



Please write out number 3 again, unchanged.
Molecular formula: C4H5NO2S
Method: DFT, wB97M-V/def2-TZVPD

Computed properties:
HOMO: -9.1 eV
HOMO-LUMO gap: 9.6248 eV
Structure (SMILES): C=C[C@@H]1OC(=O)NS1
Relative energy (zero: lowest compared OMol25 entry of this formula, charge and spin): 69.5 kcal/mol

Structure (XYZ):
```
13
Properties=species:S:1:pos:R:3:forces:R:3
C 1.873457 -0.345512 -0.664443 0.34 1.57 -0.70
C 0.979266 -0.771404 0.195569 0.30 -1.69 1.24
C 0.111508 0.101317 0.998773 -0.50 2.35 1.65
O -1.206284 -0.385692 1.235498 -0.86 0.36 -2.99
C -1.872905 -0.062893 0.063905 -4.16 -2.41 -2.13
O -2.720114 -0.785781 -0.514365 3.15 2.27 2.49
N -1.551535 1.222060 -0.458864 -0.25 -2.16 -4.60
S -0.221718 1.852115 0.264160 2.13 -0.39 1.97
H 2.058436 0.711898 -0.969899 -0.58 -0.91 0.46
H 2.510134 -1.043976 -1.128825 0.72 -0.79 -0.46
H 1.016701 -1.866548 0.511281 -0.41 1.48 -0.58
H 0.312060 0.322999 2.037595 1.60 -0.15 0.09
H -1.289008 1.051423 -1.570385 -1.49 0.46 3.56
```
Positions in Å, forces in eV/Å.



- Look up the relative energy (zero: lowest compared OMol25 entry of this formula, charge and spin) of the second one.
  100.2 kcal/mol



- Look up the relative energy (zero: lowest compared OMol25 entry of this formula, charge and spin) of the second one.
  100.2 kcal/mol